1.
DFT (wB97M-V/def2-TZVPD) results for C25H51N5O2PSSbW as an isolated structure in a non-equilibrium geometry.

As for the spin multiplicity: 3. As for the expectation value of S²: 2.016. As for the energy above the lowest of the compared OMol25 structures with the same formula, charge and spin: 530.0 kJ/mol. As for the charge: +2.

Last column: Löwdin spin population.
Positions of all 87 atoms, in Å:
W: 0.918 1.321 -1.215  0.12
Sb: -1.479 0.597 -1.024  0.65
S: 2.560 4.910 -2.564  0.00
P: 1.583 -0.470 1.144  0.01
O: 0.983 1.715 -3.154  0.05
O: 2.039 0.785 -2.680  0.02
N: 2.074 0.701 0.063  0.02
N: 2.682 -1.044 2.201  0.00
N: 1.081 -1.803 0.294  0.00
N: 0.371 0.175 2.061  0.03
N: 1.258 3.244 -0.785  0.00
C: 1.004 -4.284 0.409  0.00
C: -0.172 0.416 -5.469  0.00
C: -1.437 3.572 -2.170  -0.01
C: 0.420 -3.054 -1.715  0.00
C: 4.454 -0.427 3.845  0.00
C: -1.612 1.263 4.027  0.00
C: -5.446 0.892 -1.306  0.10
C: 3.092 -0.072 3.274  0.00
C: -0.323 -0.681 3.062  0.00
C: -0.858 -0.739 -5.041  0.01
C: -2.614 3.331 -3.039  0.01
C: -5.345 -0.376 -0.514  0.65
C: -2.289 -0.907 -4.920  0.01
C: 0.114 1.620 2.232  0.01
C: -1.641 4.320 -0.930  -0.01
C: 0.487 -4.427 -1.025  0.00
C: 5.037 -1.004 1.444  0.00
C: -4.693 -0.372 0.842  0.10
C: 3.815 -1.871 1.686  0.00
C: 5.554 -0.442 2.781  0.00
C: 0.548 -2.978 1.035  0.00
C: 1.426 -2.092 -1.110  0.00
C: -0.666 0.095 4.325  0.00
C: -1.335 1.841 2.632  0.02
C: 1.864 3.975 -1.545  0.00
H: 2.433 -2.521 -1.185  0.00
H: 2.095 -4.330 0.433  0.00
H: 4.759 -0.192 0.768  0.00
H: -0.841 4.186 -0.208  0.00
H: -1.607 5.380 -1.246  0.00
H: -0.246 -1.584 -4.727  0.00
H: -5.078 -1.168 1.479  0.01
H: -6.098 0.783 -2.171  0.00
H: 5.809 -1.587 0.942  0.00
H: -0.498 -4.896 -1.027  0.00
H: -0.581 -2.615 -1.624  0.00
H: 4.386 -1.397 4.341  0.00
H: -2.572 -1.900 -5.288  0.00
H: -1.471 2.043 4.776  0.00
H: -3.182 4.268 -3.091  0.00
H: 0.317 -1.524 3.316  0.00
H: 1.482 -1.178 -1.701  0.00
H: -4.808 0.591 1.343  0.01
H: -1.978 1.366 1.880  0.02
H: -2.627 4.150 -0.501  0.00
H: -2.883 -0.116 -5.366  0.00
H: 6.383 -1.050 3.144  0.00
H: -3.614 -0.560 0.725  0.04
H: -2.651 0.942 4.102  0.00
H: -3.303 2.619 -2.586  0.01
H: -5.618 -1.317 -0.969  0.04
H: 0.647 -5.108 1.028  0.00
H: 0.335 2.153 1.313  0.01
H: 3.123 0.947 2.872  0.00
H: -2.351 3.007 -4.042  0.00
H: -2.487 -0.982 -3.834  0.01
H: -4.453 1.216 -1.666  0.03
H: 1.148 -5.088 -1.586  0.00
H: -0.450 3.393 -2.574  0.00
H: -1.242 -1.080 2.620  0.00
H: -0.547 -2.936 1.044  0.00
H: 0.253 0.835 -4.489  0.00
H: 0.763 0.171 -5.983  0.00
H: 5.948 0.564 2.636  0.00
H: 0.637 -3.169 -2.780  0.00
H: 0.893 -2.933 2.065  0.00
H: 4.687 0.298 4.626  0.00
H: 2.341 -0.095 4.064  0.00
H: 0.782 2.047 2.989  0.00
H: -5.814 1.715 -0.688  0.01
H: -1.557 2.909 2.613  0.00
H: 0.253 0.459 4.788  0.00
H: -0.766 1.177 -5.965  0.00
H: 4.025 -2.649 2.421  0.00
H: -1.117 -0.597 5.036  0.00
H: 3.486 -2.376 0.780  0.00


2.
DFT (wB97M-V/def2-TZVPD) results for a 6-piece molecular cluster, C25H52BClN4O25S6 overall in a non-equilibrium geometry.

The SMILES is [H]/N=C(/N)NCCCC[C@]1(CCC)OS(=O)(=O)O[C@@]1(B(O)N(C)C)[C@H](Cl)CC.O=S1(=O)OCCO1.O=S1(=O)OCCO1.O=S1(=O)OCCO1.O=S1(=O)OCCO1.O=S1(=O)OCCO1.

Last column: Mulliken charge in e.
Positions of all 114 atoms, in Å:
Cl: -4.523 -0.449 -0.346  -0.18
S: -0.570 3.921 6.040  1.15
S: 2.169 -3.002 -4.434  0.87
S: -3.138 -3.035 6.275  1.01
S: 4.997 4.239 -2.731  1.08
S: -1.509 0.034 -2.088  1.42
S: 0.362 -7.227 -9.202  1.10
O: 0.640 -2.966 -4.028  -0.28
O: 2.458 -4.282 -4.980  -0.53
O: -2.370 1.010 -1.201  -0.45
O: -0.244 4.647 4.657  -0.25
O: 3.496 4.183 -2.190  -0.22
O: -0.264 -6.150 -9.883  -0.53
O: 4.737 5.314 -3.883  -0.31
O: 2.094 -1.917 -5.593  -0.36
O: 5.300 2.980 -3.310  -0.52
O: 0.632 3.366 6.541  -0.58
O: 0.351 -6.897 -7.645  -0.31
O: 5.846 4.827 -1.764  -0.56
O: -0.853 0.827 -3.073  -0.72
O: -0.964 5.235 6.850  -0.32
O: -2.359 -2.356 7.244  -0.59
O: 1.941 -7.162 -9.399  -0.33
O: -1.734 3.122 5.900  -0.52
O: 2.973 -2.484 -3.387  -0.46
O: -2.219 -1.121 -2.508  -0.69
O: -4.648 -3.074 6.783  -0.33
O: -3.092 -2.650 4.911  -0.36
O: -2.269 3.251 0.368  -0.55
O: -2.877 -4.605 6.348  -0.32
O: -0.528 -0.447 -0.956  -0.38
O: -0.057 -8.561 -9.431  -0.54
N: 5.149 -0.128 1.209  -0.49
N: 4.966 0.421 -1.132  -0.36
N: -3.610 2.098 2.057  0.05
N: 5.663 -1.753 -0.398  -0.71
C: 2.548 0.496 -0.609  -0.41
C: -4.582 3.194 2.024  -1.18
C: -3.325 -1.004 1.943  0.39
C: -0.780 5.978 4.657  -0.28
C: -2.952 -0.602 0.515  -0.46
C: 2.552 -6.508 -8.273  -0.28
C: 5.282 -0.572 -0.149  0.21
C: -5.135 -4.423 6.840  -0.28
C: 0.720 -1.699 -5.973  -0.41
C: -3.919 -2.423 2.005  -1.52
C: 0.970 0.467 2.360  -0.77
C: 1.685 -6.928 -7.104  -0.06
C: 0.231 1.739 -0.222  -1.34
C: -3.892 -5.240 7.140  -0.33
C: -0.635 6.416 6.102  -0.38
C: 0.396 1.597 3.218  -1.11
C: -0.035 -1.861 -4.669  0.14
C: 1.483 1.483 -1.085  -1.10
C: 2.701 5.223 -2.776  -0.26
C: -2.140 0.709 0.246  0.20
C: 3.331 5.433 -4.139  -0.40
C: -3.011 1.930 3.396  -1.12
C: 3.606 0.264 -1.694  -0.37
C: -0.581 0.505 0.200  1.41
C: -0.063 -0.214 1.461  -0.70
B: -2.703 2.076 0.951  0.68
H: 3.522 1.031 -2.465  0.52
H: 3.136 6.417 -4.557  0.32
H: -5.592 2.792 2.126  0.35
H: 5.695 -1.919 -1.403  0.30
H: -0.201 2.310 2.644  0.06
H: 4.353 -0.589 1.636  0.20
H: 3.581 -6.844 -8.189  0.31
H: 3.079 0.937 0.234  0.47
H: 1.331 -0.302 3.049  0.63
H: -0.914 -0.369 2.113  -0.81
H: 3.493 -0.729 -2.135  0.03
H: 3.031 4.660 -4.848  0.30
H: 1.205 2.168 3.676  0.61
H: 5.968 -0.442 1.718  0.34
H: 0.277 -1.206 1.160  0.55
H: -0.217 1.203 4.031  0.46
H: 1.840 0.809 1.814  -0.05
H: -2.245 2.680 3.588  0.40
H: 1.180 1.223 -2.096  0.49
H: -3.784 1.999 4.160  0.52
H: -0.205 6.583 3.962  0.33
H: -4.420 3.913 2.831  0.30
H: -1.323 7.207 6.383  0.31
H: -1.825 5.942 4.344  0.23
H: -2.554 0.944 3.474  0.10
H: -2.429 -1.439 0.055  0.96
H: -0.412 2.413 -0.780  0.62
H: -3.222 -3.092 2.509  0.24
H: -2.521 3.390 -0.550  0.37
H: -4.835 -2.439 2.592  0.36
H: 2.110 -0.457 -0.304  0.10
H: 2.525 -5.429 -8.431  0.27
H: -4.045 -0.290 2.328  -0.01
H: 0.531 2.298 0.663  0.80
H: -5.890 -4.487 7.618  0.30
H: -4.537 3.741 1.084  0.31
H: -3.611 -5.184 8.192  0.29
H: 1.669 4.884 -2.826  0.29
H: -1.082 -2.120 -4.793  0.51
H: 1.910 -7.943 -6.775  0.27
H: 0.054 -0.978 -4.042  -0.20
H: 1.742 -6.241 -6.264  0.12
H: 1.991 2.449 -1.160  0.23
H: 0.434 -2.447 -6.714  0.27
H: 0.635 -0.703 -6.395  0.32
H: -4.103 -2.844 1.017  0.43
H: -3.973 -6.278 6.830  0.31
H: -5.570 -4.684 5.874  0.26
H: 5.641 0.314 -1.881  0.34
H: 2.773 6.116 -2.154  0.27
H: -2.459 -1.014 2.594  0.22
H: 0.389 6.710 6.336  0.29


3.
DFT (wB97M-V/def2-TZVPD) results for C25H52Cl2P2PtSi2 as an isolated structure in a non-equilibrium geometry.

As for the spin multiplicity: 5. As for the expectation value of S²: 6.027. As for the energy above the lowest of the compared OMol25 structures with the same formula, charge and spin: 160.9 kJ/mol.

Last column: Löwdin spin population.
Positions of all 84 atoms, in Å:
Pt: -0.646 0.089 0.864  1.26
Cl: -2.525 0.114 2.402  0.45
Cl: 2.678 0.090 1.050  0.05
P: -0.536 2.413 0.457  0.27
P: -0.522 -2.269 0.921  0.28
Si: 1.843 2.630 -1.845  0.00
Si: 1.813 -2.934 -1.363  0.00
C: 1.169 2.894 -0.060  0.01
C: -3.010 3.052 -1.002  0.00
C: -1.184 4.695 -1.036  0.02
C: 0.127 -0.968 -2.900  0.23
C: -1.494 -3.296 -0.311  0.04
C: -0.096 4.664 2.149  0.02
C: -0.657 -2.058 3.840  0.00
C: -1.481 3.196 -0.965  0.04
C: -0.092 -4.257 2.942  0.02
C: -0.925 2.691 3.333  0.01
C: -3.022 -3.164 -0.348  0.00
C: -2.332 -0.003 -0.370  0.18
C: 1.336 -1.366 -2.247  0.07
C: 3.676 -3.016 -1.239  0.00
C: 1.170 -2.817 0.448  0.02
C: 1.281 3.858 -3.123  0.00
C: -0.964 3.418 1.993  0.06
C: 2.126 -0.194 -2.108  0.35
C: 1.211 -4.370 -2.395  0.00
C: 1.109 0.185 1.978  0.05
C: 1.328 0.938 -2.413  0.05
C: -0.864 -2.976 2.632  0.06
C: -1.176 -4.786 -0.169  0.02
C: 3.703 2.712 -1.728  0.00
C: 0.123 0.443 -2.998  0.26
H: -0.111 -5.021 -0.204  0.00
H: -1.684 5.108 -1.923  0.01
H: -0.120 4.929 -1.121  0.00
H: -1.988 -0.018 -1.413  0.03
H: -0.638 -1.644 -3.280  0.01
H: -1.600 5.204 -0.157  0.00
H: 0.978 -4.042 3.073  0.00
H: -0.142 5.344 1.294  0.00
H: 1.182 1.143 2.501  0.00
H: 4.055 -2.449 -0.379  0.00
H: 0.126 -4.382 -2.550  0.00
H: 1.353 3.950 0.178  0.00
H: 3.984 3.770 -1.653  0.00
H: -2.945 0.870 -0.160  0.01
H: -0.457 -4.654 3.902  0.00
H: -3.435 3.886 -1.576  0.00
H: -3.336 2.136 -1.503  0.00
H: 3.166 -0.166 -1.804  0.02
H: 4.088 2.183 -0.847  0.00
H: 0.949 4.377 2.332  0.00
H: 1.168 -0.628 2.712  0.00
H: -3.450 -2.978 0.643  0.00
H: -1.284 3.366 4.126  0.00
H: -1.603 -5.184 0.759  0.00
H: -1.094 -2.909 -1.262  0.00
H: 0.405 -1.921 4.068  0.00
H: -2.007 3.714 1.796  0.00
H: 4.148 -2.626 -2.151  0.00
H: -3.441 3.090 0.004  0.00
H: -1.939 -3.200 2.554  0.00
H: 0.200 3.855 -3.315  0.00
H: 1.801 3.621 -4.065  0.00
H: 3.976 -4.064 -1.118  0.00
H: -0.208 -5.050 2.200  0.00
H: 0.090 2.381 3.598  0.00
H: -1.059 2.678 -1.841  0.00
H: 1.858 -2.101 0.934  0.00
H: 4.168 2.290 -2.630  0.00
H: 1.348 -3.796 0.918  0.00
H: -0.448 5.214 3.035  0.00
H: -1.114 -2.532 4.721  0.00
H: 1.588 4.866 -2.808  0.00
H: -3.351 -2.382 -1.036  0.00
H: 1.699 -4.312 -3.379  0.00
H: -1.651 -5.329 -0.995  0.01
H: -0.640 1.062 -3.461  0.01
H: -1.139 -1.080 3.725  0.00
H: -3.458 -4.098 -0.723  0.00
H: -1.579 1.808 3.335  0.00
H: 1.844 2.295 0.577  0.00
H: -2.933 -0.872 -0.099  0.01
H: 1.511 -5.312 -1.917  0.00


4.
DFT (wB97M-V/def2-TZVPD) results for a 4-piece molecular cluster, C25H52IN4O17P3 overall in a non-equilibrium geometry.

The SMILES is CC(=O)OC[C@](C#N)(OCCNC[C@@H](C)O)[C@](I)(C#N)CC(=O)N(C)C.COP(=O)(OC)OC.COP(=O)(OC)OC.COP(=O)(OC)OC.

Last column: Mulliken charge in e.
Positions of all 102 atoms, in Å:
I: -6.227 -1.152 0.815  0.22
P: -3.617 -2.195 -6.383  0.94
P: 1.255 6.151 2.526  0.77
P: 6.244 -0.824 0.362  0.94
O: 5.201 -1.733 -0.436  -0.20
O: 5.698 -0.874 1.871  -0.20
O: 0.667 7.106 3.672  -0.32
O: -3.216 -2.987 -7.711  -0.38
O: 0.936 6.948 1.179  -0.38
O: -3.325 -2.914 -5.122  -0.46
O: -5.164 -1.839 -6.615  -0.36
O: -3.199 -2.545 -0.423  -0.10
O: -2.042 -2.764 3.062  -0.32
O: 2.132 -3.834 -1.704  -0.59
O: 0.749 4.759 2.554  -0.29
O: -3.453 2.278 3.283  -0.62
O: 2.846 6.300 2.675  -0.32
O: -0.214 -3.934 3.842  -0.58
O: 7.570 -1.727 0.398  -0.34
O: -2.865 -0.787 -6.552  -0.29
O: 6.431 0.535 -0.194  -0.72
N: -1.313 -3.181 -2.397  -0.09
N: -4.930 -3.942 2.474  -0.67
N: -1.665 1.459 1.966  0.31
N: -3.172 0.817 -1.107  -0.58
C: -4.066 -0.691 1.064  0.19
C: -2.926 0.136 -5.477  -0.39
C: 1.237 -2.768 -2.177  -0.07
C: -1.781 2.742 1.152  -0.91
C: 3.486 5.606 3.732  -0.60
C: 4.793 -2.966 0.138  -0.58
C: -0.585 1.721 2.974  -0.40
C: -3.255 -2.299 -8.953  -0.62
C: 0.054 -1.441 4.010  -0.46
C: -2.168 -4.315 -1.935  -0.77
C: 0.456 6.561 4.967  -0.67
C: 1.906 -1.365 -1.712  -0.74
C: 8.806 -1.104 0.717  -0.73
C: -3.697 0.255 -0.164  -0.05
C: -3.004 1.297 2.586  0.18
C: 6.347 -0.072 2.842  -0.73
C: -3.322 -2.154 0.955  0.70
C: 1.560 8.207 0.968  -0.63
C: -0.732 -2.799 3.653  0.60
C: -0.192 -2.899 -1.434  0.13
C: -4.288 -3.167 1.800  -0.07
C: -5.944 -1.446 -5.494  -0.53
C: -1.894 -2.194 1.729  -0.12
C: -3.936 -0.009 2.520  -0.33
C: -3.021 -3.978 -0.579  -0.26
H: 1.069 -2.822 -3.323  0.38
H: 1.499 8.833 1.861  0.29
H: -2.420 -4.471 0.283  0.32
H: 4.087 -2.779 0.951  0.22
H: 4.293 -3.559 -0.628  0.24
H: -3.884 0.661 -5.494  0.27
H: 5.650 -3.529 0.515  0.37
H: -1.855 -2.333 -2.609  0.03
H: 8.696 -0.033 0.899  0.35
H: 1.062 7.117 5.686  0.27
H: 2.139 -3.784 -0.715  0.34
H: -0.632 -0.788 4.672  0.18
H: -1.462 -1.121 1.719  -0.17
H: -4.022 -4.567 -0.624  0.36
H: 9.503 -1.253 -0.109  0.27
H: 2.486 -1.558 -0.742  0.02
H: -2.858 -4.615 -2.820  0.20
H: 0.281 -0.932 2.991  0.09
H: -0.107 -3.728 -0.632  0.22
H: 2.676 -0.986 -2.490  0.30
H: -2.395 -1.631 -9.031  0.24
H: 4.551 5.538 3.507  0.26
H: -1.460 -5.215 -1.755  0.33
H: -1.187 -2.881 1.133  0.35
H: -5.001 0.340 2.821  0.33
H: 3.360 6.158 4.666  0.25
H: 9.215 -1.572 1.615  0.26
H: -1.835 3.681 1.831  0.29
H: 6.576 0.919 2.445  0.36
H: -6.332 -0.440 -5.671  0.25
H: 3.085 4.596 3.840  0.26
H: -0.835 2.887 0.495  0.28
H: 5.682 0.038 3.700  0.25
H: 0.726 5.505 5.022  0.30
H: -0.824 1.315 4.026  0.15
H: -0.597 6.671 5.232  0.27
H: 7.266 -0.562 3.172  0.26
H: 1.051 8.713 0.147  0.24
H: -6.783 -2.135 -5.387  0.26
H: 1.043 -1.659 4.540  0.37
H: -2.754 2.769 0.525  0.37
H: -3.596 -0.719 3.356  0.30
H: -0.323 2.833 3.112  0.12
H: 2.606 8.058 0.691  0.25
H: -0.425 -1.914 -0.860  -0.26
H: 1.113 -0.551 -1.527  0.35
H: -5.367 -1.443 -4.567  0.20
H: -3.201 -3.032 -9.758  0.24
H: 0.379 1.228 2.549  0.15
H: -4.179 -1.727 -9.058  0.29
H: -2.794 -0.367 -4.517  0.07
H: -2.126 0.866 -5.602  0.28


What did we get for total energy? Answer: -2453.5309; -5957.8969; -3284.9751; -3803.6449 Ha, in the order shown.